No. 1
The following is a quantum chemistry calculation of a gas-phase ion, C27H30N3 (charge +1) at a distorted geometry, from the Open Molecules 2025 dataset.

```
60
Properties=species:S:1:pos:R:3:forces:R:3
C -2.689 -0.229 -0.106 -1.1 -0.9 0.2
C 0.845 -0.158 -2.329 -0.2 -0.1 -0.2
C 3.137 -1.101 0.686 1.8 0.5 0.3
H -4.236 3.984 2.317 0.3 -0.1 0.0
H -3.389 1.466 1.915 1.0 0.0 -0.3
C -4.960 -0.695 -0.840 -0.2 0.2 0.0
H 4.568 -2.408 -3.596 -0.2 -0.2 0.6
C 4.067 -1.826 -1.561 -0.2 0.0 -0.4
H -1.234 5.512 2.533 -0.2 -0.1 0.1
H -0.462 0.450 2.587 0.2 -0.4 0.0
H 3.066 1.688 -0.468 -0.2 0.0 -0.1
C -0.279 -0.461 1.995 1.1 -0.3 0.2
H -5.272 -2.526 -1.916 -0.1 -0.1 -0.2
H 2.813 1.194 -4.730 0.0 0.1 0.0
C -4.059 0.103 -0.160 0.7 0.0 -0.6
H 3.437 -1.566 1.631 0.2 0.3 -0.1
H 4.678 -0.916 -1.592 -0.5 -0.2 -0.2
H -3.997 2.792 3.615 0.1 0.1 0.0
C -1.822 0.740 0.575 2.3 1.6 -3.3
H -0.905 1.138 0.063 -3.3 2.6 -1.5
H 3.800 -0.228 0.480 -0.4 -0.7 0.4
C 1.329 0.145 -3.606 0.0 -0.3 0.4
C 1.430 0.420 -1.204 0.7 0.3 -0.3
C 3.331 -2.114 -0.403 0.0 -0.6 -0.9
N -2.199 3.653 2.903 0.0 -0.6 0.1
H -4.374 1.059 0.235 -0.1 -0.1 -0.1
C 3.433 -3.946 -2.551 -0.4 0.2 -0.1
C 4.059 -2.701 -2.666 0.2 0.1 0.6
H -1.253 -1.841 -0.463 -0.9 0.2 -0.2
C 2.998 1.612 -2.631 0.2 -0.1 0.9
C 0.977 -0.056 0.119 -2.4 0.5 -0.7
C 1.113 -1.017 2.157 0.1 -0.7 1.5
H 1.598 -0.606 3.048 0.2 -0.2 -0.2
H 3.843 2.302 -2.752 -0.4 -0.4 0.0
H -0.565 2.818 2.022 -0.5 -0.2 -0.1
H -1.056 -1.180 2.220 -0.2 -0.1 0.0
C -2.344 1.637 1.566 0.0 0.2 2.2
H 0.058 -0.915 -2.188 0.3 0.6 -0.2
H 3.437 -4.639 -3.401 0.0 0.3 0.4
N 1.791 -0.634 0.938 1.1 -0.4 1.1
C -2.299 -1.506 -0.579 -0.3 0.4 -0.5
C 2.554 1.287 -1.338 -0.9 -0.3 -0.7
H 0.865 -0.348 -4.468 0.3 0.3 0.3
H 1.078 -2.106 2.255 0.3 0.0 -0.1
C -1.643 2.660 2.189 -0.7 0.0 -1.4
C 2.421 1.006 -3.741 -0.6 -0.2 -0.1
H -3.721 4.525 3.929 -0.3 -0.3 -0.2
H 2.359 -3.703 0.683 -0.1 0.2 -0.5
C -3.236 -2.308 -1.265 0.5 0.1 0.1
H -2.885 -3.251 -1.724 -0.4 0.6 0.5
H -0.391 4.381 3.600 0.0 0.2 0.2
N -0.294 -0.114 0.591 1.3 -2.1 2.5
H 2.317 -5.285 -1.256 0.3 0.5 0.0
C -3.619 3.725 3.188 0.0 0.3 0.2
C -1.375 4.762 3.322 0.3 0.2 0.0
H -5.977 -0.336 -0.952 0.0 -0.2 0.1
H -1.858 5.237 4.175 0.3 0.0 0.0
C 2.787 -4.298 -1.358 0.3 0.3 0.2
C 2.770 -3.386 -0.284 -0.3 -0.6 -0.3
C -4.565 -1.894 -1.409 0.8 -0.2 0.3
```
Forces are in eV/Å.

Results
M, g/mol: 396.6
Energy above the lowest of the compared OMol25 structures with the same formula, charge and spin, kcal per mole: 109.41
Total charge: +1

***

No. 2
The following is a quantum chemistry calculation of a molecular structure, C53H58As2BiN2O13P2 at a distorted geometry, from the Open Molecules 2025 dataset.

```
131
Properties=species:S:1:pos:R:3:forces:R:3
C -2.771 -3.121 1.906 -0.1 0.0 0.0
H -1.425 6.488 -2.644 -0.1 -0.1 0.1
H 0.403 -0.546 -2.653 0.3 0.0 -0.1
C 2.196 -6.860 -0.673 -0.1 0.1 0.0
H 3.026 -5.460 2.345 0.0 -0.1 0.0
C -2.274 3.443 -2.025 0.5 -0.3 -0.9
C -0.979 4.804 3.821 0.5 0.3 0.1
C -4.756 5.086 -0.887 0.1 0.7 0.0
C 2.156 -4.540 -0.086 -0.6 -0.3 -0.3
H -3.561 -0.503 -0.082 0.1 0.0 0.0
H -0.678 5.584 3.120 0.0 0.0 0.1
H 0.943 2.353 -4.107 0.0 0.1 -0.1
H 7.813 -2.404 -1.028 0.1 0.0 0.0
H -2.507 -3.582 -1.915 0.0 0.0 -0.1
H -6.871 -0.166 2.775 0.0 0.0 -0.1
C -1.625 3.241 2.191 0.9 0.4 0.1
C -1.472 -3.010 -0.117 0.2 0.3 0.0
C -1.411 -1.636 -4.456 0.0 0.1 0.0
H 2.469 4.837 -0.664 0.0 -0.1 0.0
H -2.444 -0.277 2.446 -0.1 0.1 0.0
C 5.928 -1.780 -0.239 -0.1 0.0 0.0
H 6.068 0.548 0.714 0.1 0.0 -0.1
C 0.915 -6.757 -1.196 -0.1 0.0 0.0
O -5.514 4.862 -1.946 0.0 0.5 0.0
H 4.834 -0.991 3.524 0.0 0.0 0.0
C 3.773 -2.159 2.064 -0.5 0.0 -0.5
As -2.092 1.598 0.018 -0.5 -0.1 -0.3
H -0.218 2.408 -3.057 0.0 0.0 -0.1
H 3.024 2.974 3.743 -0.1 0.1 0.0
N 2.233 1.698 -0.536 -0.4 0.3 0.2
H 1.274 -1.593 3.423 0.1 0.0 -0.1
H -6.355 2.993 -1.657 0.1 0.0 0.0
H -4.628 -4.041 -0.757 -0.1 0.0 -0.1
H 0.057 -0.844 2.765 -0.2 -0.1 0.2
H 0.773 -3.950 -5.610 0.1 0.0 -0.1
C 3.226 1.339 2.384 0.2 -0.1 0.0
C 3.421 1.875 -1.188 0.3 0.5 -0.4
C 0.538 -3.403 -3.563 0.0 0.0 0.1
H 6.252 -1.839 0.791 0.1 0.0 0.1
H -4.883 3.006 -2.676 -0.1 0.1 0.0
H -0.109 4.204 4.093 -0.1 0.1 0.0
H 3.828 -5.843 0.264 0.1 0.0 0.1
C -3.992 3.996 -0.227 0.3 0.1 0.1
C -2.947 3.330 -0.729 -0.2 -0.3 0.5
H 1.298 -4.088 -3.223 0.1 -0.1 0.0
C 4.184 -1.396 -1.867 0.0 -0.1 0.2
C -1.570 -2.878 1.266 0.0 0.0 -0.1
H 4.375 -5.157 4.364 0.0 -0.1 0.1
C -2.207 5.880 -2.186 -0.1 0.8 0.3
C 4.704 -3.068 4.063 0.1 0.0 0.1
C -5.791 3.551 -2.409 -0.1 -0.6 -0.2
H 2.704 -7.811 -0.681 0.1 -0.1 0.0
C -3.979 2.461 2.003 0.8 0.3 0.1
C 3.285 -3.420 1.706 0.3 0.4 0.5
C -3.775 -3.689 -0.198 0.0 -0.1 -0.1
C 1.764 2.905 -0.275 -0.3 0.0 0.1
H -2.168 -0.950 -4.807 0.0 0.0 0.0
C 0.284 -5.527 -1.244 0.1 0.0 0.1
H 1.049 0.918 -2.568 0.0 -0.1 0.1
H -6.835 4.171 2.653 0.1 -0.1 0.0
O 1.109 -0.047 -2.198 -0.1 0.1 0.3
O -4.689 6.186 -0.388 -0.2 -0.2 -0.3
C 4.094 0.635 1.550 -0.1 -0.2 -0.1
H -6.669 -0.411 1.023 0.0 0.1 0.1
P 3.499 -0.903 0.790 1.7 0.0 0.4
C -6.936 0.313 1.797 -0.3 -0.6 0.0
O -1.499 -0.075 2.598 0.3 -0.4 0.2
C 5.403 1.073 1.381 -0.1 -0.1 0.0
C 6.380 -2.058 -2.582 -0.1 0.0 0.0
O 2.638 -3.389 0.498 0.2 -0.5 0.0
H 0.416 -7.634 -1.576 0.0 -0.1 -0.1
H 5.371 3.702 3.498 0.0 0.1 0.0
C 4.624 -1.395 -0.546 -0.3 0.1 0.1
C 3.686 2.443 3.076 -0.1 0.1 0.1
C 3.451 -4.495 2.563 -0.2 -0.1 -0.3
H -2.850 -3.020 2.976 0.0 0.0 0.2
H 4.730 -1.726 -3.906 0.0 0.0 -0.1
O -1.830 2.399 -2.527 -0.3 0.4 0.1
O -6.068 1.441 1.743 0.4 0.3 0.0
H -6.737 5.367 1.363 0.1 0.0 0.0
H -1.680 -1.106 -2.394 0.0 0.0 0.0
H -4.808 -3.720 1.677 -0.1 0.0 0.0
H 2.199 1.011 2.497 0.0 0.0 0.2
C -0.165 -2.630 -2.646 0.0 0.2 0.2
H -7.938 0.698 1.625 0.1 0.0 0.0
C 0.246 -3.317 -4.914 -0.1 0.1 0.0
H -2.146 5.942 -1.099 0.0 0.0 -0.1
C 6.803 -2.104 -1.262 0.0 0.0 0.0
H 0.849 3.115 0.245 -0.2 0.1 0.1
O 0.752 2.255 -3.168 0.0 0.0 0.0
H 6.875 2.502 1.955 0.1 0.1 0.0
H 4.489 3.729 -1.752 0.1 0.2 -0.1
C 2.824 -5.756 -0.121 0.2 0.2 0.0
H -1.432 5.244 4.706 0.0 0.0 -0.1
H 3.152 -1.155 -2.087 0.0 0.0 -0.2
O -4.282 0.148 2.214 -0.5 0.2 0.0
H 5.288 -2.953 4.963 0.0 0.0 0.1
H -4.562 0.921 -0.422 0.0 0.1 0.0
C 3.663 3.210 -1.312 0.3 -0.6 -0.2
O 0.980 -1.145 2.621 -0.2 0.1 -0.1
H -0.696 -5.440 -1.689 -0.1 0.0 -0.1
C -0.730 -2.439 -5.362 0.0 -0.1 0.1
Bi 1.029 -0.265 0.129 -0.3 0.5 -0.2
P 0.178 -2.738 -0.855 -0.9 -1.5 -0.5
H 7.071 -2.298 -3.375 0.0 0.0 -0.1
N 2.603 3.838 -0.730 -0.2 0.2 0.1
O -1.977 3.975 3.230 -0.1 -0.4 -0.1
H -1.512 0.479 3.384 -0.1 0.2 0.1
C -3.878 -3.517 1.172 0.1 0.0 0.0
H -3.176 6.253 -2.522 0.1 -0.1 0.0
C 0.912 -4.408 -0.702 0.5 0.6 0.3
C -4.783 1.240 1.978 -0.2 -0.8 -0.1
C -3.589 0.464 -0.584 0.1 -0.1 0.1
C -6.454 4.353 1.648 -0.2 0.0 -0.2
O -1.987 4.557 -2.656 0.0 -0.5 -0.2
H -3.465 0.304 -1.655 0.1 0.1 0.0
C 4.190 -4.310 3.723 0.0 0.2 0.0
H -6.410 3.674 -3.296 0.1 0.0 0.1
O -0.485 3.192 1.738 -0.3 0.4 0.3
C -2.577 -3.439 -0.848 0.0 0.1 0.0
H -0.696 -2.606 1.836 0.1 0.0 0.1
C 4.470 -1.971 3.250 -0.1 0.0 -0.1
C -2.657 2.332 1.707 -1.2 -0.2 0.2
H -6.900 3.641 0.959 0.1 0.0 0.0
C -1.126 -1.718 -3.103 -0.1 -0.2 0.1
As -4.505 4.318 1.720 0.1 -0.1 0.1
C 5.067 -1.725 -2.881 0.0 0.0 -0.1
H 4.001 1.048 -1.537 0.2 -0.1 -0.1
C 5.003 2.860 2.933 0.0 -0.1 0.0
H -0.968 -2.390 -6.412 0.0 0.0 -0.1
C 5.853 2.181 2.076 0.0 0.0 0.0
```
Forces are in eV/Å.

Results
M, g/mol: 1351.8
Energy above the lowest of the compared OMol25 structures with the same formula, charge and spin, kcal per mole: 22.69
Total charge: +3

***

No. 3
The following is a quantum chemistry calculation of 3 unconnected molecules or ions with the total composition C2H12NO2S at a distorted geometry, from the Open Molecules 2025 dataset.

```
18
Properties=species:S:1:pos:R:3:forces:R:3
C -0.370 1.383 -0.502 2.2 1.5 0.8
H 0.348 1.176 0.314 -0.3 -0.7 -0.6
C -0.662 0.265 -1.462 1.3 0.3 -0.9
S -1.760 2.124 0.371 -1.0 -0.2 0.4
H -1.679 3.438 0.091 0.3 -0.3 -0.4
H 2.534 -1.720 -0.290 0.6 -0.6 1.1
H 2.409 -2.434 1.197 0.7 -0.1 -0.5
H 0.737 -0.636 2.597 -0.3 0.6 0.1
O 0.207 0.083 2.215 0.2 -0.6 -0.5
H -1.598 0.581 -1.952 -0.1 -1.4 0.3
H 0.182 2.180 -1.019 -0.5 -0.2 -0.3
H -1.290 -1.046 -0.047 0.1 -0.8 0.3
H -0.123 0.652 2.912 0.0 -0.1 0.3
H -0.783 -1.820 -1.488 -0.4 0.0 0.5
N -0.587 -1.101 -0.783 -1.4 0.9 -0.8
O 1.997 -1.933 0.492 -1.3 0.8 -0.9
H 0.337 -1.317 -0.391 0.1 0.3 0.5
H 0.101 0.124 -2.255 -0.3 0.7 0.4
```
Forces are in eV/Å.

Results
M, g/mol: 114.2
Energy above the lowest of the compared OMol25 structures with the same formula, charge and spin, kcal per mole: 22.53
Total charge: +1

***

Number 1: LUMO -2.7 eV. Number 2: LUMO -7.5 eV. Number 3: LUMO -3.4 eV.